Entry 1:
DFT (ωB97M-V with the def2-TZVPD basis set) results for a cluster of 8 separate species, C7H30NO7 in total in a non-equilibrium geometry.

Cartesian coordinates (Å):
C  -1.134  0.093  -1.649
C  -1.412  0.791  -0.307
C  -0.185  1.121  0.496
C  -1.437  1.149  2.720
C  -0.376  1.446  1.972
C  0.858  2.067  2.605
C  -1.588  1.033  4.188
N  -0.723  1.061  -2.708
H  -0.190  -0.425  -1.456
H  -1.872  -0.647  -1.936
H  -2.117  0.192  0.236
H  -1.978  1.692  -0.571
H  0.428  1.951  0.131
H  0.481  0.248  0.524
H  -2.260  0.764  2.111
H  0.596  2.846  3.333
H  1.334  2.780  1.930
H  1.476  1.287  3.052
H  -0.636  0.966  4.704
H  -2.050  1.937  4.611
H  -2.332  0.322  4.530
H  -0.144  1.802  -2.316
H  -1.509  1.377  -3.300
H  0.032  0.696  -3.307
H  3.402  -3.746  0.203
H  4.628  -3.961  1.045
O  4.310  -3.438  0.300
H  4.620  1.008  1.496
H  5.721  -0.023  1.243
O  5.368  0.813  0.922
H  1.151  -1.559  -3.631
H  1.797  -0.308  -4.347
O  0.980  -0.808  -4.207
H  -3.461  2.318  -4.593
H  -2.035  2.770  -4.840
O  -2.585  1.976  -4.816
H  -2.878  -3.953  2.699
H  -1.745  -2.959  2.584
O  -2.426  -3.394  2.056
H  -1.869  -3.543  0.084
H  -3.140  -4.170  -0.510
O  -2.301  -3.769  -0.750
H  2.698  -0.583  -1.913
H  2.309  0.568  -0.869
O  2.191  0.214  -1.752

The gap between HOMO and LUMO comes out at 8.9 eV. Its charge is +1. The LUMO energy is -2.7314 eV. For the HOMO energy, the calculation gives -11.66 eV.

Entry 2:
DFT (ωB97M-V with the def2-TZVPD basis set) results for a cluster of 8 separate species, C7H31N14O8 in total in a non-equilibrium geometry.

Cartesian coordinates (Å):
O  0.093  0.170  0.659
H  -0.573  0.896  0.725
H  -0.234  -0.518  0.018
H  0.107  -0.253  1.572
C  1.560  -2.937  0.624
O  0.472  -2.468  0.259
N  1.655  -4.259  0.929
N  2.643  -2.186  0.994
H  2.471  -4.632  1.372
H  0.744  -4.690  0.910
H  2.655  -1.185  0.926
H  3.526  -2.667  1.004
C  -0.136  -1.819  -3.862
O  0.490  -1.306  -4.810
N  -1.397  -2.315  -4.042
N  0.361  -2.059  -2.613
H  -1.681  -2.285  -5.005
H  -1.856  -2.770  -3.278
H  1.336  -1.879  -2.490
H  -0.246  -2.239  -1.832
C  -2.557  -0.110  -1.561
O  -1.761  -0.754  -0.892
N  -2.458  1.168  -2.038
N  -3.664  -0.719  -2.186
H  -3.043  1.516  -2.767
H  -1.617  1.695  -1.873
H  -4.113  -1.486  -1.715
H  -4.166  -0.161  -2.841
C  -2.639  0.231  2.546
O  -2.356  -0.765  1.872
N  -3.193  1.371  2.042
N  -2.648  0.185  3.918
H  -3.291  1.493  1.051
H  -3.102  2.207  2.592
H  -2.707  1.008  4.491
H  -2.433  -0.661  4.410
C  1.549  -0.668  4.029
O  0.918  -0.412  3.003
N  1.023  -0.702  5.290
N  2.917  -0.790  4.060
H  0.045  -0.947  5.308
H  1.569  -0.966  6.088
H  3.366  -0.936  4.947
H  3.607  -0.548  3.374
C  -0.212  4.223  -0.419
O  -0.206  3.390  0.506
N  0.287  3.876  -1.641
N  -0.610  5.513  -0.295
H  0.493  2.893  -1.876
H  0.161  4.565  -2.363
H  -1.226  5.761  0.458
H  -0.528  6.158  -1.058
C  2.103  0.808  -2.242
O  1.051  1.437  -2.058
N  2.508  0.258  -3.418
N  3.039  0.676  -1.235
H  1.887  0.423  -4.197
H  3.198  -0.465  -3.361
H  3.932  0.366  -1.569
H  2.886  1.273  -0.440

The gap between HOMO and LUMO comes out at 9.6 eV. Its charge is +1. The LUMO energy is -1.9749 eV. For the HOMO energy, the calculation gives -11.56 eV.

Entry 3:
DFT (ωB97M-V with the def2-TZVPD basis set) results for a cluster of 10 separate species, C7H31NO9 in total in a non-equilibrium geometry.

Cartesian coordinates (Å):
C  1.717  -3.248  -0.478
C  1.772  -2.467  0.789
C  1.897  -1.141  0.857
N  2.215  -0.458  2.032
C  1.986  1.011  2.161
C  1.722  3.073  -1.171
C  2.180  2.260  -0.005
C  1.429  1.713  0.937
H  2.534  -3.958  -0.637
H  1.751  -2.645  -1.393
H  0.834  -3.883  -0.605
H  1.916  -3.130  1.633
H  1.584  -0.446  0.092
H  2.086  -1.015  2.843
H  1.294  1.220  2.967
H  3.000  1.372  2.217
H  0.794  2.706  -1.599
H  2.533  3.159  -1.895
H  1.633  4.141  -0.950
H  3.234  1.996  0.048
H  0.352  1.809  0.991
H  -1.822  0.604  -0.873
H  -1.009  1.327  -1.984
O  -1.672  1.462  -1.302
H  -2.847  -3.116  1.793
H  -2.820  -2.050  2.832
O  -3.449  -2.545  2.282
H  0.422  -0.842  -4.252
H  0.898  0.589  -3.923
O  0.539  -0.208  -3.540
H  -1.734  3.357  0.979
H  -1.307  3.692  -0.287
O  -1.291  4.101  0.595
H  -3.300  -0.020  0.783
H  -3.496  0.673  2.143
O  -3.403  0.836  1.206
H  2.320  0.508  -1.971
H  3.258  -0.339  -2.868
O  3.230  0.339  -2.220
H  -0.674  -2.765  2.943
H  -0.028  -1.481  3.336
O  -0.828  -1.971  3.469
H  -2.022  -1.797  -0.126
H  -0.625  -1.100  -0.691
O  -1.578  -1.194  -0.714
H  -3.714  -1.582  -2.924
H  -3.252  -0.149  -2.840
O  -3.158  -0.937  -3.368

The gap between HOMO and LUMO comes out at 8.0 eV. Its SMILES is C/C=C/CN/C=C/C.O.O.O.O.O.O.O.O.O. Its charge is 0. The LUMO energy is -0.0872 eV. For the HOMO energy, the calculation gives -8.10 eV.

Entry 4:
DFT (ωB97M-V with the def2-TZVPD basis set) results for a cluster of 8 separate species, C7H31NO9 in total in a non-equilibrium geometry.

Cartesian coordinates (Å):
C  3.528  1.234  -4.649
O  2.563  0.516  -3.798
C  1.507  -0.192  -4.511
C  0.728  -1.050  -3.419
N  -0.267  -0.293  -2.668
C  0.190  0.684  -1.692
C  -0.864  1.771  -1.496
O  -1.855  1.095  -0.598
C  -2.809  1.939  0.032
H  3.974  0.436  -5.243
H  4.212  1.782  -4.001
H  3.140  1.995  -5.325
H  1.943  -0.868  -5.246
H  0.828  0.520  -4.982
H  1.421  -1.538  -2.734
H  0.156  -1.891  -3.810
H  -0.961  -0.967  -2.379
H  1.034  1.218  -2.128
H  0.582  0.380  -0.721
H  -1.294  2.134  -2.429
H  -0.339  2.630  -1.078
H  -2.396  2.721  0.669
H  -3.290  1.246  0.723
H  -3.654  2.278  -0.568
C  0.685  -1.924  0.404
O  0.711  -2.949  1.443
H  1.043  -2.319  -0.547
H  -0.361  -1.651  0.263
H  1.283  -1.031  0.585
H  1.445  -3.509  1.179
O  -0.786  -1.158  5.761
H  -0.889  -1.364  4.832
H  0.060  -0.713  5.816
O  -1.412  -1.127  2.871
H  -0.646  -1.600  2.546
H  -1.406  -0.300  2.388
O  -1.863  2.369  3.040
H  -1.135  2.366  2.418
H  -1.444  2.321  3.900
O  0.709  1.449  1.863
H  1.455  1.634  1.293
H  0.965  0.662  2.345
O  -4.019  -1.936  2.808
H  -4.137  -2.158  3.732
H  -3.116  -1.625  2.749
O  1.582  -0.759  3.222
H  1.442  -1.673  2.978
H  1.757  -0.785  4.163

The gap between HOMO and LUMO (alpha / beta) comes out at 9.5 / 4.3 eV. Its charge is +1. The LUMO energy (alpha / beta) is -2.8888 / -8.0736 eV. The multiplicity is 2. For the HOMO energy (alpha / beta), the calculation gives -12.42 / -12.42 eV.

Entry 5:
DFT (ωB97M-V with the def2-TZVPD basis set) results for a cluster of 8 separate species, C7H31O8 in total in a non-equilibrium geometry.

Cartesian coordinates (Å):
O  -0.032  -0.276  0.046
H  -0.802  -0.240  0.315
H  0.178  -1.004  -0.659
H  0.101  0.486  -0.422
C  0.017  -2.586  -2.902
O  0.277  -2.435  -1.537
H  -0.670  -1.922  -3.494
H  -0.406  -3.663  -3.110
H  1.023  -2.287  -3.559
H  1.096  -3.039  -1.209
C  2.644  -0.970  2.608
O  3.466  -2.035  2.060
H  1.733  -1.527  3.005
H  2.325  -0.308  1.696
H  2.955  -0.400  3.312
H  3.427  -2.861  2.581
C  -2.205  1.250  3.032
O  -2.072  1.299  1.567
H  -2.750  0.356  3.038
H  -2.842  1.914  3.456
H  -1.176  1.503  3.568
H  -3.041  1.351  1.221
C  -1.689  2.428  -1.750
O  -1.692  1.011  -1.955
H  -2.309  2.931  -2.383
H  -0.626  2.736  -1.706
H  -2.150  2.699  -0.843
H  -2.393  0.841  -2.512
C  1.749  2.408  1.508
O  0.985  2.469  0.344
H  1.448  1.734  2.467
H  1.830  3.319  2.123
H  2.848  2.215  1.222
H  0.960  3.413  0.038
C  -3.110  -2.536  0.226
O  -2.065  -1.999  1.036
H  -2.938  -2.674  -0.904
H  -4.100  -2.019  0.068
H  -3.729  -3.382  0.832
H  -2.222  -2.525  1.788
C  2.655  0.825  -2.675
O  2.142  0.041  -1.694
H  2.306  0.709  -3.697
H  3.751  1.044  -2.694
H  2.423  1.833  -2.455
H  2.680  -0.129  -1.001

The gap between HOMO and LUMO comes out at 10.8 eV. Its charge is +1. The LUMO energy is -2.2431 eV. For the HOMO energy, the calculation gives -13.02 eV.

Energy relative to the best compared isomer or geometry (same formula, charge and spin) list, top to bottom, in kJ/mol: 218.26, 152.89, 367.21, 0.00, 129.56
M list, top to bottom, in g mol⁻¹: 240.32, 439.41, 273.32, 273.32, 243.32